{
  "formula": "C38H61I2N7O6SSiTi",
  "method": "wB97M-V/def2-TZVPD",
  "multiplicity": 3,
  "total_energy_ev": -121149.888,
  "gap_ev": [5.269, 7.193],
  "relative_energy_kj_mol": 119.31,
  "s_squared": 2.0240,
  "homo_ev": [-5.282, -7.247],
  "species": ["Ti", "I", "C", "C", "C", "I", "C", "O", "C", "C", "N", "C", "C", "C", "C", "C", "C", "N", "C", "H", "H", "H", "H", "H", "H", "H", "H", "H", "H", "H", "C", "C", "N", "C", "C", "N", "C", "C", "N", "H", "H", "H", "H", "H", "H", "H", "H", "H", "H", "H", "H", "H", "H", "H", "C", "C", "C", "C", "O", "Si", "S", "O", "C", "C", "C", "C", "O", "C", "C", "C", "C", "H", "H", "H", "H", "H", "H", "H", "H", "H", "H", "H", "H", "H", "H", "H", "H", "H", "H", "H", "H", "H", "H", "H", "H", "H", "H", "H", "O", "C", "N", "C", "O", "C", "C", "C", "C", "N", "C", "H", "H", "H", "H", "H", "H", "H", "H"],
  "xyz": [[0.19501, 0.16835, 0.95327], [-3.99808, 0.10560, 7.23109], [-2.79172, -0.27592, 5.57997], [-1.72376, -1.15049, 5.68879], [-0.93535, -1.37540, 4.57368], [0.70077, -2.65396, 4.72449], [-1.18506, -0.76424, 3.34045], [-0.39892, -1.04520, 2.31667], [-2.26907, 0.12817, 3.24660], [-2.74100, 0.79837, 1.96715], [-1.72965, 1.29882, 0.99839], [-1.27677, 2.68122, 1.28374], [-0.34177, 2.65183, 2.45348], [-0.30090, 3.62138, 3.41770], [0.58220, 3.50372, 4.50099], [1.37019, 2.34908, 4.55046], [1.28948, 1.40632, 3.55939], [0.45545, 1.52909, 2.47315], [-3.05213, 0.35677, 4.37333], [-1.49848, -1.64058, 6.62570], [-3.36932, 1.64390, 2.26117], [-3.37975, 0.10708, 1.41731], [-2.16789, 1.28492, 0.08333], [-2.11933, 3.34602, 1.49678], [-0.77528, 3.04187, 0.37722], [-0.97176, 4.46851, 3.33623], [0.62936, 4.25505, 5.27479], [2.04505, 2.17219, 5.37830], [1.86814, 0.49082, 3.60388], [-3.88445, 1.04670, 4.30344], [3.27688, 0.72873, -0.00277], [3.27408, -0.53673, 0.85582], [1.96107, -1.18813, 0.87810], [1.63514, -2.04650, -0.27931], [1.32023, -1.22041, -1.51900], [0.31202, -0.15686, -1.24284], [0.58550, 1.08183, -2.00061], [1.58070, 2.00763, -1.26357], [1.98601, 1.44866, 0.04079], [4.08744, 1.38341, 0.32716], [3.49013, 0.47793, -1.03875], [4.04809, -1.21859, 0.48558], [3.52078, -0.28839, 1.88894], [1.86556, -1.73421, 1.72977], [2.44566, -2.75038, -0.49886], [0.75226, -2.62524, -0.00142], [2.22091, -0.75546, -1.91165], [0.93991, -1.87601, -2.30397], [-0.56648, -0.50287, -1.66440], [0.92314, 0.82952, -3.00903], [-0.37247, 1.58398, -2.13811], [2.45919, 2.20029, -1.88419], [1.11409, 2.97604, -1.08240], [2.04827, 2.18613, 0.72921], [-1.93984, -4.37371, -3.13228], [-0.50408, -4.48660, -3.63699], [0.39013, -5.04549, -2.53499], [-0.43243, -5.38695, -4.86631], [0.02659, -3.19269, -3.93683], [-0.64473, -1.89045, -4.73422], [-1.85900, -0.70501, -3.59491], [-1.36835, -2.57905, -6.05127], [-2.35843, -2.07545, -6.95714], [-3.73263, -2.21546, -6.31189], [-2.06553, -0.62138, -7.31772], [-2.26360, -2.95524, -8.19791], [0.68048, -1.03407, -5.24584], [1.89402, -1.44647, -5.88081], [2.44494, -0.19497, -6.55699], [2.88295, -1.94984, -4.83304], [1.63323, -2.52963, -6.92372], [-2.35017, -5.36758, -2.93031], [-2.57020, -3.87319, -3.87020], [-1.97231, -3.78271, -2.21734], [0.10123, -6.06687, -2.27716], [0.31121, -4.42958, -1.63512], [1.43062, -5.05048, -2.86567], [-0.85063, -6.36978, -4.63570], [0.60692, -5.52195, -5.17506], [-0.98388, -4.94969, -5.69540], [-3.77166, -1.60647, -5.40761], [-3.91428, -3.25764, -6.03914], [-4.52093, -1.89955, -6.99970], [-2.24074, 0.03362, -6.46407], [-2.69942, -0.30464, -8.14929], [-1.02138, -0.51648, -7.62028], [-2.42080, -4.00123, -7.92853], [-1.27617, -2.86337, -8.65386], [-3.01575, -2.66729, -8.93506], [2.58089, 0.59532, -5.81617], [1.74277, 0.16211, -7.31164], [3.40505, -0.39581, -7.03759], [3.16205, -1.13347, -4.16206], [3.79259, -2.32213, -5.31019], [2.43756, -2.75592, -4.25105], [0.90894, -2.17904, -7.65956], [1.23139, -3.43037, -6.45964], [2.56097, -2.78769, -7.43989], [-6.30230, -2.12780, -4.77571], [-6.80953, -2.17782, -3.46320], [-5.81297, -2.58796, -2.50235], [-5.19985, -1.69463, -1.67729], [-5.49011, -0.51325, -1.61431], [-4.10722, -2.25908, -0.82524], [-4.15446, -3.47672, -0.16997], [-3.07554, -3.84674, 0.62188], [-1.98978, -2.99277, 0.70779], [-1.92420, -1.82689, 0.05826], [-2.97098, -1.47258, -0.67334], [-5.60382, -1.46405, -4.80990], [-7.61916, -2.90474, -3.48708], [-7.18746, -1.21302, -3.12839], [-5.37312, -3.48420, -2.63564], [-5.02358, -4.11828, -0.25647], [-3.07412, -4.77861, 1.17036], [-1.14064, -3.23375, 1.33778], [-2.91503, -0.53364, -1.20982]],
  "forces_ev_per_a": [[0.2177, 0.1314, -0.1004], [-0.0519, 0.0156, 0.0865], [0.0623, 0.0014, -0.1577], [0.0205, 0.0082, 0.0116], [-0.1788, 0.0772, 0.2333], [0.0718, -0.0316, -0.0577], [0.2361, -0.1498, -0.3184], [-0.2615, -0.2882, 0.3730], [-0.1327, 0.1417, 0.1701], [0.0603, -0.0128, -0.0802], [0.0123, 0.1404, 0.0789], [-0.1507, -0.0828, 0.1265], [0.0911, -0.2052, -0.1523], [0.0031, 0.1021, 0.1785], [-0.0389, -0.1410, -0.1728], [0.0432, 0.0800, 0.1716], [-0.1041, -0.0770, -0.2589], [-0.0480, 0.4736, 0.2641], [0.0858, 0.0077, 0.0339], [-0.0140, 0.0034, -0.0021], [-0.0813, -0.0315, -0.0121], [0.0346, -0.0709, -0.0045], [-0.0595, 0.0413, -0.0137], [-0.0137, 0.0370, -0.0714], [0.0406, -0.0172, 0.0096], [0.0022, -0.0146, 0.0153], [0.0016, 0.0032, -0.0054], [-0.0084, 0.0179, -0.0074], [0.0046, 0.0040, 0.0191], [-0.0004, -0.0022, 0.0027], [-0.0207, 0.0635, 0.0107], [-0.0668, -0.0488, 0.0287], [0.0113, -0.1812, -0.0665], [0.0182, 0.1154, -0.0518], [-0.1175, 0.0289, -0.0077], [-0.0274, -0.0160, -0.2078], [-0.0168, -0.0918, -0.0171], [0.0302, -0.0099, 0.0113], [0.0565, -0.1371, -0.0502], [0.0382, -0.0272, -0.0110], [-0.0020, -0.0072, -0.0152], [0.0442, 0.0094, 0.0468], [-0.0088, 0.0407, 0.0003], [0.0097, -0.0148, 0.0009], [0.0004, -0.0102, -0.0306], [0.0041, -0.0081, 0.0041], [0.0529, -0.0156, -0.0336], [0.0248, -0.0605, -0.0304], [0.0852, -0.0190, -0.0352], [0.0264, 0.0304, -0.0083], [0.0016, 0.0163, 0.0003], [0.0038, 0.0222, -0.0005], [-0.0240, 0.0025, -0.0049], [0.0155, 0.0691, -0.0115], [-0.0694, -0.0184, -0.0475], [-0.0221, 0.1320, 0.0884], [-0.0225, -0.0318, 0.0552], [0.0715, -0.0031, -0.0046], [0.0660, -0.1404, -0.1369], [-0.0162, 0.0329, -0.0588], [-0.0244, 0.0327, -0.0467], [-0.1270, -0.0779, -0.0058], [0.0925, 0.0083, 0.0671], [0.0721, -0.0269, -0.1181], [0.0104, -0.0173, -0.0543], [0.0072, -0.0150, -0.0072], [0.1818, 0.0400, 0.2099], [-0.1282, 0.0221, -0.1043], [-0.0065, -0.0081, -0.0018], [0.0171, 0.0073, 0.0365], [0.0070, -0.0246, -0.0082], [0.0288, 0.0263, 0.0101], [0.0013, -0.0407, -0.0299], [0.0100, 0.0519, 0.0480], [0.0017, 0.0141, -0.0052], [-0.0040, 0.0059, -0.0260], [-0.0058, -0.0053, -0.0057], [0.0174, 0.0118, -0.0082], [-0.0053, 0.0179, 0.0045], [-0.0490, 0.0403, -0.0084], [0.1436, -0.0137, -0.0285], [-0.0125, 0.0450, -0.0085], [0.0198, -0.0050, 0.0021], [0.0135, -0.0023, 0.0240], [-0.0198, 0.0141, 0.0418], [-0.0188, -0.0079, -0.0240], [-0.0033, 0.0074, 0.0021], [-0.0028, 0.0037, 0.0106], [0.0005, -0.0016, 0.0137], [-0.0006, -0.0032, -0.0081], [0.0007, -0.0005, 0.0063], [-0.0110, -0.0145, 0.0111], [-0.0233, -0.0065, 0.0353], [-0.0102, 0.0325, -0.0128], [-0.0250, -0.0072, 0.0068], [0.0052, -0.0038, 0.0058], [-0.0102, 0.0006, 0.0127], [-0.0025, 0.0234, 0.0117], [-0.1910, -0.0160, 0.1674], [0.0425, 0.0062, -0.1351], [-0.1043, -0.0051, 0.1223], [0.0574, 0.0591, -0.0542], [-0.0166, -0.1032, -0.0067], [0.0249, 0.0907, 0.0437], [-0.0215, -0.0188, -0.0475], [0.0291, -0.0183, 0.0148], [-0.0427, -0.0124, -0.0415], [0.0942, 0.0075, 0.1039], [0.0501, 0.0043, -0.0577], [0.0077, 0.0230, -0.0064], [0.0047, -0.0158, 0.0094], [-0.0149, 0.0069, 0.0195], [0.0186, -0.0066, -0.0266], [0.0009, 0.0019, 0.0081], [-0.0135, 0.0022, -0.0049], [-0.0090, -0.0048, 0.0099], [-0.0474, -0.0076, 0.0571]]
}